[1]
{
  "formula": "C3H5IO",
  "method": "ωB97M-V/def2-TZVPD",
  "lumo_energy_ev": [-0.375, -0.086],
  "total_energy_ev": -13335.5075,
  "largest_force_ev_per_a": 3.91,
  "gap_ev": [7.6, 8.7],
  "de_lowest_ev": 3.8661,
  "symbols": ["C", "C", "C", "O", "I", "H", "H", "H", "H", "H"],
  "coordinates": [[0.4860, -1.8051, 0.4657], [0.2267, 1.0830, -0.4902], [-0.7936, 0.8243, 0.5056], [1.0728, -1.6299, -0.5588], [-2.7395, 0.6057, -0.2845], [0.6510, -2.6005, 1.1135], [1.0303, 1.6283, 0.0789], [0.7391, 0.1703, -0.8054], [-0.1173, 1.6501, -1.2508], [-0.5555, 0.0739, 1.2258]]
}



[2]
{
  "formula": "C3H5IO",
  "method": "ωB97M-V/def2-TZVPD",
  "smiles": "O=C=CI.C",
  "lumo_energy_ev": -0.415,
  "total_energy_ev": -13338.5096,
  "largest_force_ev_per_a": 5.01,
  "gap_ev": 8.6,
  "de_lowest_ev": 0.8639,
  "symbols": ["C", "C", "C", "O", "I", "H", "H", "H", "H", "H"],
  "coordinates": [[1.7058, -0.2804, 0.6846], [-1.8025, -0.0574, -0.3403], [-1.2016, 0.7969, -1.0844], [-0.4661, 1.4945, -1.7183], [-3.6625, -0.8467, -0.8498], [2.2441, 0.6588, 0.9201], [0.9290, -0.4651, 1.4410], [-1.4547, -0.1961, 0.5911], [2.4654, -1.0563, 0.6479], [1.2431, -0.0482, -0.2920]]
}